C3H8CdIO | ωB97M-V/def2-TZVPD

Geometry as XYZ:
```
14
Properties=species:S:1:pos:R:3:forces:R:3
Cd 19.952 -23.028 2.312 -0.1223 0.5472 -1.2337
I 19.646 -22.010 -0.187 0.1217 -0.6137 1.2109
C 19.562 -17.466 -2.088 1.0020 1.1559 -0.3308
C 20.629 -17.364 -0.991 -1.4029 -1.1327 0.3057
C 19.983 -16.946 0.330 0.4294 0.3215 0.0726
O 21.213 -18.676 -0.790 0.4773 0.3559 -0.0990
H 19.227 -16.457 -2.351 -0.1789 -0.1109 0.1819
H 18.693 -18.041 -1.774 0.0580 -0.2406 -0.0642
H 20.049 -17.823 -2.997 -0.3302 -0.4401 0.0420
H 21.448 -16.721 -1.298 -0.0047 0.0589 0.0783
H 20.766 -16.818 1.080 -0.1496 0.0561 0.0857
H 19.300 -17.722 0.682 0.0388 -0.1378 -0.1057
H 19.390 -16.030 0.267 0.2243 0.0388 -0.1385
H 20.504 -19.323 -0.810 -0.1629 0.1416 -0.0051
```
Positions in Å, forces in eV/Å.

Properties
**Energy**: -17944.658 eV
**Relative energy (zero: lowest compared OMol25 entry of this formula, charge and spin)**: 0.3 kcal/mol
**Gap between HOMO and LUMO**: 4.17 eV
**Total charge**: +1
**LUMO level**: -8.42 eV

Atom charges from the Löwdin analysis, given in e for atoms 1 to 5: atom 1 (Cd): 1.061, atom 2 (I): 0.057, atom 3 (C): -0.063, atom 4 (C): -0.457, atom 5 (C): -0.064